ORCA calculation (ωB97M-V/def2-TZVPD) on C22H13Cl5F3N5O4PbS as an isolated structure at a distorted geometry.

For the total energy, the calculation gives -125513.4932 eV. The LUMO energy comes out at -0.080 hartree. Its max |F| is 2.09 eV/A. The value obtained for the HOMO-LUMO gap is 0.2428 Eh. The calculation puts the HOMO energy at -0.32293 hartree.

Structure (XYZ):
```
54
Properties=species:S:1:pos:R:3:lowdin_charge:R:1
Pb 0.05 -0.40 0.30 1.39
C 1.97 3.08 3.02 -0.01
C 1.47 1.80 2.43 -0.26
N 0.87 1.78 1.30 -0.07
N 0.71 2.80 0.52 0.01
C -0.36 2.89 -0.25 -0.87
N -0.43 3.95 -1.06 0.11
S -1.63 1.74 -0.21 0.74
C 1.59 0.52 3.16 -0.24
C 2.09 0.46 4.45 0.01
C 2.17 -0.78 5.08 -0.03
C 1.75 -1.91 4.40 -0.02
C 1.25 -1.76 3.12 -0.11
N 1.17 -0.57 2.53 -0.01
H 1.96 3.85 2.26 0.08
H 2.98 2.95 3.40 0.09
H 1.32 3.39 3.85 0.10
H 0.43 4.46 -1.22 0.11
H -1.06 3.89 -1.83 0.10
H 2.40 1.36 4.97 0.11
H 2.55 -0.85 6.09 0.12
H 1.79 -2.89 4.86 0.11
H 0.89 -2.60 2.54 0.12
Cl -0.35 -3.77 -1.11 0.79
C 1.27 -3.20 -1.04 -0.68
C 1.61 -2.04 -0.37 -0.24
C 2.95 -1.67 -0.29 -0.69
Cl 3.43 -0.22 0.47 0.79
C 3.95 -2.46 -0.87 -0.70
Cl 5.59 -2.00 -0.75 0.71
C 3.60 -3.63 -1.55 -0.70
Cl 4.81 -4.59 -2.28 0.71
C 2.26 -4.00 -1.63 -0.70
Cl 1.83 -5.45 -2.45 0.70
O -3.00 -3.00 2.07 0.08
C -2.30 -2.27 1.41 -0.60
O -1.23 -1.66 1.77 -0.15
C -2.73 -2.01 -0.05 -0.24
C -3.88 -2.59 -0.56 0.01
C -4.24 -2.29 -1.86 -0.03
C -3.44 -1.43 -2.61 -0.03
C -2.29 -0.92 -2.04 -0.14
N -1.96 -1.22 -0.79 -0.07
H -4.45 -3.26 0.07 0.12
H -5.12 -2.74 -2.30 0.11
H -3.70 -1.17 -3.63 0.11
H -1.62 -0.26 -2.58 0.10
F 3.15 1.89 -1.66 0.10
C 2.38 2.00 -2.76 -0.54
F 2.21 3.31 -2.98 0.12
F 3.08 1.51 -3.79 0.15
C 1.00 1.26 -2.59 -0.59
O 0.08 1.70 -3.26 0.06
O 1.04 0.27 -1.81 -0.15
```



ORCA calculation (ωB97M-V/def2-TZVPD) on C29H34BN6O6PPtSe as an isolated structure.

For the total energy, the calculation gives -130405.7392 eV. The LUMO energy comes out at -0.042 hartree. Its max |F| is 0.65 eV/A. The value obtained for the HOMO-LUMO gap is 0.2328 Eh. The calculation puts the HOMO energy at -0.27454 hartree.

Structure (XYZ):
```
79
Properties=species:S:1:pos:R:3:lowdin_charge:R:1
Pt -0.04 -0.31 0.36 1.24
C 0.14 2.03 3.05 -0.01
C -1.00 2.08 2.10 -0.29
C -2.08 2.97 2.09 0.03
C -2.90 2.56 1.06 -0.26
C -4.24 3.11 0.70 -0.01
N -2.32 1.51 0.46 0.05
N -1.16 1.20 1.12 -0.05
B -2.88 0.69 -0.73 -0.48
N -2.25 0.98 -2.13 0.12
N -0.97 1.38 -2.41 -0.23
C -0.77 1.42 -3.73 -0.28
C 0.55 1.80 -4.29 0.00
C -1.99 1.07 -4.34 0.03
C -2.88 0.82 -3.33 -0.28
C -4.32 0.47 -3.46 -0.01
N -2.85 -0.81 -0.28 0.06
N -1.76 -1.32 0.35 -0.08
C -2.12 -2.41 1.02 -0.31
C -1.23 -3.13 1.97 -0.02
C -3.48 -2.64 0.78 0.03
C -3.91 -1.61 -0.02 -0.25
C -5.32 -1.35 -0.45 -0.01
H 0.46 3.04 3.32 0.09
H -0.15 1.52 3.97 0.08
H 0.98 1.52 2.60 0.04
H -2.25 3.79 2.77 0.12
H -4.49 3.91 1.39 0.09
H -4.27 3.49 -0.32 0.05
H -5.00 2.33 0.78 0.08
H -4.04 0.97 -0.85 0.11
H 1.32 1.66 -3.54 0.08
H 0.77 1.21 -5.18 0.08
H 0.56 2.86 -4.58 0.07
H -2.20 1.04 -5.40 0.12
H -4.60 0.51 -4.51 0.09
H -4.53 -0.54 -3.11 0.06
H -4.96 1.15 -2.90 0.09
H -0.27 -2.63 2.05 0.04
H -1.70 -3.14 2.96 0.09
H -1.07 -4.16 1.67 0.08
H -4.08 -3.44 1.18 0.12
H -5.97 -2.09 0.01 0.08
H -5.65 -0.36 -0.14 0.08
H -5.44 -1.41 -1.53 0.07
O 3.40 1.65 -0.39 0.07
C 2.82 0.74 0.17 -0.68
O 1.61 0.83 0.64 -0.25
C 3.64 -0.54 0.44 -0.28
P 2.98 -2.23 0.72 1.07
C 1.46 -2.29 -0.32 -0.40
C 1.14 -1.34 -1.30 -0.21
C 0.09 -1.61 -2.23 -0.07
C -0.60 -2.79 -2.19 -0.07
C -0.27 -3.74 -1.21 -0.07
C 0.72 -3.50 -0.31 -0.14
C 2.29 -2.26 2.42 -0.40
C 2.12 -3.52 3.00 -0.13
C 1.57 -3.65 4.27 -0.09
C 1.22 -2.52 4.98 -0.08
C 1.43 -1.26 4.43 -0.07
C 1.96 -1.13 3.16 -0.10
H 4.25 -0.32 1.32 0.09
H 4.35 -0.61 -0.38 0.08
H 1.78 -0.51 -1.55 0.10
H -0.13 -0.87 -2.99 0.10
H -1.39 -2.98 -2.90 0.11
H -0.81 -4.68 -1.18 0.12
H 0.99 -4.26 0.42 0.10
H 2.43 -4.41 2.45 0.10
H 1.43 -4.63 4.70 0.10
H 0.80 -2.61 5.98 0.10
H 1.18 -0.37 5.00 0.10
H 2.10 -0.15 2.73 0.07
O -0.74 4.39 -3.25 -0.35
Se -1.82 4.48 -2.10 1.12
O -3.22 3.76 -2.26 -0.36
O -0.12 1.72 -1.49 -0.12
O -1.58 5.43 -0.86 -0.36
```